(1)
# C3H3N4O3S

A molecular structure, C3H3N4O3S in a non-equilibrium geometry (ωB97M-V/def2-TZVPD, the Open Molecules 2025 dataset).

Each line ends with the natural charge from an NBO analysis.
CARTESIAN COORDINATES (ANGSTROEM)
S (-1.16490, 2.83413, 2.93005)  1.692
O (0.15248, 3.18474, 3.45609)  -0.941
O (-2.18819, 2.55405, 3.94419)  -0.946
O (-0.88427, 2.59007, -0.05198)  -0.623
N (-0.35748, 0.86260, -1.46394)  -0.827
N (-0.13941, -0.14819, 2.99568)  -0.304
N (0.50299, -0.63891, 0.90231)  -0.526
N (-0.58796, 0.79264, 2.17278)  -0.302
C (0.50673, -1.04320, 2.14607)  0.086
C (-0.46892, 1.43283, -0.22322)  0.636
C (-0.08098, 0.59353, 0.91931)  0.103
H (-0.40157, -0.14275, -1.51271)  0.391
H (1.04753, -1.95601, 2.58264)  0.175
H (-0.64040, 1.22023, -2.36731)  0.389

Atomic forces in eV per Å
S -0.14 0.36 1.00
O -0.76 -0.23 -0.16
O 0.88 0.00 -0.64
O 0.72 -1.45 -0.55
N 0.11 -1.39 -0.71
N 0.21 -1.19 -1.59
N 0.85 0.58 -1.94
N 1.16 0.80 -0.22
C -0.19 0.38 2.68
C -0.96 2.01 -0.03
C -1.15 -2.21 1.76
H 0.48 -0.14 0.56
H -1.06 1.47 -0.99
H -0.15 1.01 0.84

Calculated values
LUMO ... 3.669 eV
Strongest force on any atom ... 3.0 eV/Å
Total charge ... -1

=====

(2)
# C4H10N2O

A single C4H10N2O molecule in a non-equilibrium geometry (ωB97M-V/def2-TZVPD, the Open Molecules 2025 dataset).

Each line ends with the natural charge from an NBO analysis.
CARTESIAN COORDINATES (ANGSTROEM)
O (-0.96071, -0.55232, -2.03227)  -0.696
N (1.36212, -0.38360, -1.56902)  -0.901
N (-0.10188, 0.03292, 0.12943)  -0.305
C (-0.89996, -1.04858, 0.79456)  -0.413
C (0.08906, -0.37114, -1.43012)  0.743
C (1.36474, 0.17795, 0.72566)  -0.393
C (-0.92125, 1.28066, 0.19182)  -0.415
H (-1.86969, -1.18029, 0.29417)  0.243
H (2.21344, 0.51607, 0.10284)  0.282
H (1.67158, -0.81786, 1.05040)  0.218
H (-0.34995, -1.98678, 0.71965)  0.223
H (1.24843, 0.88417, 1.53213)  0.180
H (-0.39095, 2.06993, -0.33954)  0.224
H (-1.09391, 1.56170, 1.23574)  0.200
H (-1.89684, 1.13429, -0.29086)  0.242
H (1.67523, -0.57919, -2.49828)  0.363
H (-1.08466, -0.79454, 1.84324)  0.202

Atomic forces in eV per Å
O 0.22 0.14 0.40
N -0.06 -0.27 -0.87
N 0.69 0.09 0.10
C 0.29 -0.03 0.06
C 0.30 -0.10 -0.41
C -0.94 0.06 0.70
C 0.28 0.12 0.03
H 0.50 0.30 -0.09
H -1.50 0.04 -0.10
H -0.31 0.21 0.22
H 0.02 0.10 0.06
H -0.11 -0.07 0.76
H 0.02 0.00 0.11
H 0.18 -0.03 -0.13
H 0.49 -0.28 0.03
H -0.25 -0.28 -0.73
H 0.19 0.00 -0.13

Calculated values
LUMO ... 0.711 eV
Strongest force on any atom ... 1.5 eV/Å
Structure (SMILES) ... [H]/N=C(\[O-])[N+](C)(C)C

=====

(3)
# C17H11BF4IN7Na

A molecular structure, C17H11BF4IN7Na (ωB97M-V/def2-TZVPD, the Open Molecules 2025 dataset).

Each line ends with the natural charge from an NBO analysis.
CARTESIAN COORDINATES (ANGSTROEM)
I (-2.22012, -5.28749, -3.35592)  0.141
Na (-0.69410, 0.86051, -0.88668)  0.939
F (-0.08287, 1.17325, -2.83742)  -0.620
F (-1.51618, 2.26420, -4.29742)  -0.545
F (-2.20195, 0.37175, -3.17019)  -0.573
F (-0.62713, 0.20977, -4.85070)  -0.574
N (-1.03036, 2.77268, 0.10435)  -0.603
N (-0.14903, -1.68183, -2.81199)  -0.311
N (0.65924, 6.84393, -0.68509)  -0.406
N (-3.31727, 6.34412, 1.21743)  -0.412
N (1.38741, -2.06746, 1.03980)  -0.388
N (0.71304, 0.32108, 2.19487)  -0.406
N (-0.77768, -1.66992, -1.63532)  -0.288
C (-0.18040, 6.14588, -0.30677)  0.317
C (1.77052, -3.08011, 3.15955)  -0.241
C (0.55950, 1.54617, 2.68273)  0.046
C (1.28405, -0.61197, 2.96238)  0.155
C (1.86549, -4.40743, 1.17902)  -0.262
C (1.54428, 0.95328, 4.76209)  -0.173
C (1.70653, -0.32732, 4.26012)  -0.241
C (1.96307, -4.31074, 2.55609)  -0.175
C (-1.52529, -2.76003, -1.62425)  -0.075
C (1.57889, -3.24860, 0.47049)  0.050
C (-1.35838, -3.47849, -2.81809)  -0.306
C (-1.10656, 3.93147, 0.10710)  0.430
C (-0.47449, -2.74092, -3.56983)  -0.053
C (0.96114, 1.91630, 3.96013)  -0.252
C (1.47466, -1.96877, 2.36768)  0.174
C (-1.21174, 5.31347, 0.17242)  -0.612
C (-2.37082, 5.88285, 0.74045)  0.319
B (-1.14584, 1.02530, -3.83266)  1.341
H (-0.09983, -2.88338, -4.56793)  0.234
H (2.00033, -5.34950, 0.66515)  0.218
H (-2.14460, -3.00251, -0.77653)  0.215
H (2.17781, -1.08454, 4.87054)  0.207
H (0.08134, 2.25992, 2.02156)  0.230
H (0.81482, 2.92849, 4.31140)  0.224
H (1.87871, 1.19402, 5.76327)  0.211
H (2.19332, -5.18314, 3.15476)  0.211
H (0.35852, -0.86281, -3.11399)  0.447
H (1.49734, -3.26861, -0.61065)  0.199
H (1.83757, -3.00249, 4.23529)  0.210

Atomic forces in eV per Å
I 0.08 0.25 0.09
Na -0.17 -0.79 0.30
F 0.22 0.02 -0.52
F 0.04 -0.07 0.04
F 0.10 0.17 0.02
F 0.00 0.04 0.05
N -0.08 0.55 0.06
N 0.14 -0.23 -0.16
N -0.01 -0.04 0.02
N 0.03 -0.01 -0.02
N 0.01 0.19 0.08
N -0.02 -0.16 -0.14
N -0.07 0.28 0.15
C 0.18 0.10 -0.08
C -0.08 -0.01 0.04
C -0.04 0.08 0.10
C -0.04 0.26 0.09
C -0.02 0.04 0.00
C -0.01 0.01 -0.03
C 0.05 -0.06 -0.02
C 0.04 0.00 -0.03
C 0.10 -0.11 0.10
C -0.04 -0.05 0.00
C -0.09 -0.32 -0.15
C 0.03 -0.26 0.11
C -0.09 0.00 0.08
C 0.02 -0.04 0.05
C 0.14 -0.22 -0.14
C -0.09 0.11 0.01
C -0.16 0.07 0.10
B -0.11 0.05 -0.18
H 0.04 0.06 0.02
H 0.02 0.02 -0.01
H 0.02 0.03 0.02
H 0.02 0.01 -0.02
H 0.03 -0.02 0.03
H -0.01 0.01 -0.05
H -0.01 -0.01 0.01
H -0.03 0.01 0.02
H -0.05 0.06 0.00
H -0.03 -0.01 -0.04
H -0.04 0.03 -0.01

Calculated values
LUMO ... 1.832 eV
Strongest force on any atom ... 0.9 eV/Å
Total charge ... -1

=====

(4)
# C3H6N2O

A single C3H6N2O molecule in a non-equilibrium geometry (ωB97M-V/def2-TZVPD, the Open Molecules 2025 dataset).

Each line ends with the natural charge from an NBO analysis.
CARTESIAN COORDINATES (ANGSTROEM)
O (-1.34663, -1.22005, -0.46721)  -0.714
N (0.62885, 0.95751, -0.53301)  -0.309
N (0.98258, -0.35350, -0.38425)  -0.333
C (-1.67533, -0.00050, 0.10994)  -0.128
C (2.23848, -0.49155, 0.01669)  -0.086
C (-0.60730, 1.09419, -0.14823)  0.109
H (-2.70222, 0.28408, -0.11098)  0.217
H (2.58631, -1.44863, 0.53571)  0.207
H (-1.00455, 2.19073, -0.05229)  0.190
H (-0.50398, -1.47328, -0.29304)  0.491
H (-1.42731, -0.07589, 1.25609)  0.174
H (2.83111, 0.53689, 0.07059)  0.181

Atomic forces in eV per Å
O -5.83 0.52 -1.47
N -2.14 0.96 0.98
N 4.43 -2.09 1.43
C 3.60 0.01 2.53
C -1.79 2.12 0.26
C -0.76 2.04 -1.69
H 0.27 0.09 0.08
H -0.46 1.33 -1.44
H 0.92 -2.00 -0.27
H 4.07 -0.64 0.81
H -1.48 0.06 -1.25
H -0.82 -2.41 0.05

Calculated values
LUMO ... 0.425 eV
Strongest force on any atom ... 6.0 eV/Å
Structure (SMILES) ... C=N/N=C\CO

=====

(5)
# H15O7

7 unconnected molecules or ions with the total composition H15O7 in a non-equilibrium geometry (ωB97M-V/def2-TZVPD, the Open Molecules 2025 dataset).

Each line ends with the natural charge from an NBO analysis.
CARTESIAN COORDINATES (ANGSTROEM)
O (1.81114, 2.27591, 1.55555)  -0.964
O (-2.04686, -1.35109, -0.00045)  -1.006
O (0.29814, 0.24091, -0.10445)  -0.849
O (1.88514, -0.88309, 1.59155)  -0.985
O (-2.36186, -1.22809, -2.76245)  -0.946
O (1.56114, -1.79309, -1.87845)  -0.958
O (-1.36086, 2.39491, 0.61055)  -0.931
H (-2.71986, -0.39609, -3.24345)  0.480
H (2.68614, -0.45709, 2.03455)  0.510
H (-1.25786, 3.29391, 0.30155)  0.504
H (1.87614, -1.79509, 2.01855)  0.516
H (1.08814, -0.00709, 0.41455)  0.570
H (1.16214, 2.02291, 2.25855)  0.466
H (-1.67086, -2.27209, -0.06845)  0.497
H (-2.86486, -1.53909, 0.75455)  0.534
H (-1.07686, 2.42091, 1.55655)  0.479
H (-2.05486, -0.91409, -1.92245)  0.462
H (1.98914, 3.26891, 1.69355)  0.505
H (1.03214, -2.23109, -2.42945)  0.467
H (-0.06586, 1.14691, 0.38655)  0.571
H (2.49414, -1.76109, -2.35245)  0.493
H (-0.40286, -0.43709, -0.41445)  0.586

Atomic forces in eV per Å
O -0.71 1.56 0.97
O -2.48 -2.32 3.39
O -1.96 3.03 0.30
O 1.93 -0.73 2.11
O -0.96 1.87 -2.18
O 6.22 2.97 2.26
O 0.88 -0.99 1.45
H 0.95 -2.19 1.22
H -1.49 -0.64 -0.99
H 0.10 0.44 -0.26
H -0.20 1.61 -1.05
H 0.39 -1.58 0.21
H 1.09 0.54 -0.54
H -0.62 1.12 -0.05
H 3.50 1.10 -3.33
H -0.73 0.30 -0.94
H -0.19 0.31 0.67
H -0.41 -2.29 -0.25
H -3.33 -2.85 -3.72
H -0.04 -2.23 -2.12
H -3.05 -0.12 1.50
H 1.12 1.08 1.35

Calculated values
LUMO ... -3.432 eV
Strongest force on any atom ... 7.3 eV/Å
Total charge ... +1

=====

(6)
# CH7N2OPSi

A molecular structure, CH7N2OPSi in a non-equilibrium geometry (ωB97M-V/def2-TZVPD, the Open Molecules 2025 dataset).

Each line ends with the natural charge from an NBO analysis.
CARTESIAN COORDINATES (ANGSTROEM)
P (-1.23503, 1.56599, -0.57042)  0.289
Si (-0.70037, -0.20233, -1.90403)  0.663
O (0.39256, -0.94152, -0.14513)  -0.716
N (0.90069, -1.03404, 2.03119)  -0.828
N (0.20007, 0.95756, 1.07304)  -0.813
C (0.47652, -0.33369, 0.93449)  0.762
H (0.00721, 1.31423, 1.99744)  0.381
H (-1.49284, -1.37009, -1.55346)  -0.144
H (0.65626, -0.20987, -2.42726)  -0.147
H (-1.47134, 0.33718, -3.07691)  -0.218
H (1.17219, -0.54448, 2.86831)  0.386
H (1.33076, -1.92657, 1.85857)  0.406
H (-0.23668, 2.38763, -1.08583)  -0.022

Atomic forces in eV per Å
P 1.67 -0.99 2.52
Si 0.04 0.33 0.35
O -0.01 -0.12 -0.24
N 0.05 0.08 0.32
N -2.31 1.63 -2.45
C 0.32 -0.76 0.34
H -0.05 -0.10 -0.02
H -0.11 -0.36 -0.09
H 0.26 -0.17 -0.22
H -0.14 0.20 -0.04
H 0.02 -0.07 -0.14
H -0.05 0.05 -0.04
H 0.30 0.27 -0.28

Calculated values
LUMO ... -0.287 eV
Strongest force on any atom ... 3.7 eV/Å

=====

(7)
# C4H6LiNaO4

A molecular structure, C4H6LiNaO4 in a non-equilibrium geometry (ωB97M-V/def2-TZVPD, the Open Molecules 2025 dataset).

Each line ends with the Löwdin spin population.
CARTESIAN COORDINATES (ANGSTROEM)
Na (-0.00317, 1.85195, 0.03893)  0.007
O (-0.77444, -0.11572, 0.54771)  0.269
O (-2.08675, -2.59137, 1.51929)  0.006
O (-0.77497, -4.24475, 2.10090)  0.002
O (-0.57639, -3.44728, -0.03214)  0.062
C (-1.08839, -3.26915, 1.27064)  0.012
C (-0.49955, -2.22081, -0.85554)  0.058
C (0.02797, -1.04078, 0.05865)  0.530
C (0.58122, -4.69514, 2.21949)  0.001
Li (-2.35882, -0.76255, 1.22954)  0.004
H (0.54865, -5.51475, 2.94272)  0.000
H (-1.52966, -2.03389, -1.19272)  0.002
H (0.22902, -2.49528, -1.62708)  0.011
H (0.94980, -5.06286, 1.25504)  0.000
H (1.21684, -3.88290, 2.58932)  0.001
H (1.11684, -0.94330, 0.17130)  0.034

Atomic forces in eV per Å
Na 0.03 -0.17 0.01
O -0.55 0.56 0.11
O 1.35 0.60 -0.28
O 0.29 1.06 0.07
O 0.07 0.70 2.68
C -1.78 -2.00 -2.52
C 0.37 1.20 2.30
C 0.03 -1.59 -1.77
C 0.46 -0.44 -0.34
Li 0.25 -0.39 0.01
H 0.03 0.27 -0.18
H 0.50 0.13 -0.34
H -0.50 0.18 0.04
H -0.08 0.11 0.25
H -0.17 -0.19 -0.05
H -0.30 -0.03 0.01

Calculated values
LUMO (alpha / beta) ... -4.238 / -4.267 eV
Strongest force on any atom ... 3.7 eV/Å
Total charge ... +1
⟨S²⟩ ... 0.7539
Multiplicity ... 2

=====

(8)
# C8H8Cl3N2O

2 unconnected molecules or ions with the total composition C8H8Cl3N2O in a non-equilibrium geometry (ωB97M-V/def2-TZVPD, the Open Molecules 2025 dataset).

Each line ends with the natural charge from an NBO analysis.
CARTESIAN COORDINATES (ANGSTROEM)
Cl (3.30270, -1.82148, -0.87539)  0.210
Cl (5.48660, -1.24668, 1.01970)  0.172
Cl (5.29540, 0.22822, -1.53974)  0.200
O (3.12770, 1.03451, 1.43003)  -0.158
N (0.42107, -0.33948, 0.55512)  -0.876
N (-1.60758, 0.38709, 0.61935)  -0.325
C (-3.11070, 0.10150, -1.18821)  -0.316
C (-0.72795, -0.35240, -0.07467)  0.397
C (-0.90409, -0.61280, -1.45649)  -0.288
C (4.33068, -0.52665, -0.23356)  -0.327
C (-2.15135, -0.41931, -2.02301)  -0.115
C (3.64188, 0.35423, 0.61003)  0.875
C (-2.84660, 0.60281, 0.08157)  0.097
C (-1.41534, 0.89166, 1.95611)  -0.429
H (-2.26503, 0.63546, 2.57124)  0.214
H (-3.53463, 1.01665, 0.79946)  0.221
H (-1.17345, 1.86242, 1.96723)  0.208
H (-0.18279, -1.14880, -2.01195)  0.216
H (-2.48760, -0.74411, -2.99550)  0.234
H (-4.02315, 0.33442, -1.59715)  0.224
H (-0.45155, 0.47222, 2.29704)  0.267
H (1.27578, -0.70947, 0.08880)  0.301

Atomic forces in eV per Å
Cl 0.22 0.73 0.37
Cl -0.75 0.59 -0.53
Cl -0.90 0.06 0.98
O 3.28 -4.32 -5.48
N 2.57 -1.09 0.23
N -4.10 0.52 -0.65
C -0.35 2.09 2.36
C 4.38 1.83 0.12
C -2.66 -0.80 -0.97
C 2.57 -2.82 -1.88
C 1.75 -0.86 1.06
C -4.48 5.68 6.55
C 0.78 -1.76 -1.12
C 1.39 -3.80 0.54
H -0.02 0.03 0.23
H -0.44 0.30 -0.48
H 0.18 4.02 -0.28
H 1.01 -0.24 -0.21
H 0.56 0.10 -0.30
H -2.25 0.25 -0.66
H -0.91 -0.41 0.27
H -1.80 -0.11 -0.14

Calculated values
LUMO (alpha / beta) ... -6.833 / -6.833 eV
Strongest force on any atom ... 9.8 eV/Å
Total charge ... +1

=====

Quick rundown of energy relative to the best compared isomer or geometry (same formula, charge and spin), same order as above: 0.300 2.587 0.790 4.209 3.362 0.981 0.000 2.055 eV